# 1
Entry from OMol25: a 2-piece molecular cluster, C10H11IO2 overall in a non-equilibrium geometry (wB97M-V/def2-TZVPD).

**HOMO level (spin up / spin down)**: -0.2491 / -0.2867 hartree
**ΔE to the lowest compared entry with this formula, charge and spin**: 69.1 kcal/mol

Element x y z (Å)
C  2.76574  -1.47928  0.86296
C  2.55037  -0.12862  1.04211
C  1.89881  -2.17445  0.01139
C  1.71847  0.53228  0.20294
C  1.13833  -1.58083  -0.96123
C  1.04281  -0.11818  -0.87500
C  -1.36656  0.82660  0.82167
C  -0.79917  -0.17347  -2.62665
C  -3.35201  1.45656  2.08493
C  0.13523  0.52843  -1.71669
O  -0.39103  0.78661  1.52101
O  -2.64127  0.95010  0.86500
I  0.02082  2.63246  -1.98304
H  3.45148  -1.84160  1.53597
H  3.06842  0.45971  1.72416
H  1.98174  -3.19936  0.09133
H  1.62583  1.59292  0.40921
H  0.68652  -2.26477  -1.55027
H  -1.73581  0.34071  -2.78557
H  -0.31345  -0.44141  -3.47008
H  -1.27005  -1.05433  -2.24802
H  -2.47865  1.77719  2.70672
H  -3.63966  0.55232  2.68264
H  -4.09692  2.02042  1.65450

Mulliken population analysis, charges in e, atoms 1 to 2:
1. C -0.635
2. C -0.556

---

# 2
Entry from OMol25: C10H11IrN3O3 as an isolated structure (wB97M-V/def2-TZVPD).

**HOMO level**: -0.1428 hartree
**Charge**: -1
**ΔE to the lowest compared entry with this formula, charge and spin**: 0.0 kcal/mol

Element x y z (Å)
Ir  -0.88506  0.41366  -0.46760
N  0.98297  -1.12619  -1.45443
C  0.80817  -2.19935  -0.47043
C  0.70352  -1.61110  0.94248
O  1.39295  -2.07270  1.85216
N  -0.22431  -0.63595  1.08062
C  -0.33922  0.02744  2.36643
C  -0.62468  1.50414  2.15422
O  -0.71417  2.28446  3.08134
O  -0.74996  1.86401  0.88968
H  0.86448  -1.43385  -2.41142
H  1.88663  -0.67929  -1.36059
H  1.60289  -2.94744  -0.46016
H  -0.14165  -2.68783  -0.70032
H  0.56927  -0.08986  2.95758
H  -1.16250  -0.38714  2.95621
N  -1.86025  -0.01800  -1.85003
C  -3.19172  -0.33945  -2.10029
C  -3.51387  -1.21810  -3.13644
C  -4.83778  -1.51877  -3.42240
C  -5.86649  -0.96098  -2.67426
C  -5.55048  -0.08882  -1.63690
C  -4.23100  0.22551  -1.35492
H  -2.70659  -1.65381  -3.71299
H  -5.06549  -2.20175  -4.23293
H  -6.89908  -1.19944  -2.89645
H  -6.34137  0.35699  -1.04472
H  -3.97345  0.90971  -0.55496

Mulliken population analysis, charges in e, atoms 1 to 2:
1. Ir 0.449
2. N -0.500

---

# 3
Entry from OMol25: C10H11N10O2Pd as an isolated structure in a non-equilibrium geometry (wB97M-V/def2-TZVPD).

**HOMO level**: -0.1808 hartree
**Charge**: -1

Element x y z (Å)
Pd  -0.58069  0.27469  -0.99152
N  0.82312  -2.49306  -2.64295
C  -0.50739  -2.57793  -2.29940
N  -1.24388  -3.62315  -2.62647
N  -2.44490  -3.37643  -2.05556
N  -2.42747  -2.25503  -1.43105
N  -1.18588  -1.69703  -1.56798
C  1.70256  -1.49899  -2.26162
N  2.98292  -1.50050  -2.57659
N  3.45514  -0.36028  -2.01128
N  2.51509  0.26760  -1.39817
N  1.35814  -0.44787  -1.54574
H  1.19291  -3.23921  -3.20304
N  -0.59273  0.02192  1.54077
C  0.51033  0.69849  2.15649
C  1.09748  1.77887  1.51651
C  2.16201  2.44702  2.10247
C  2.66390  2.03025  3.32819
C  2.09223  0.93541  3.96119
C  1.01538  0.27867  3.38209
H  -0.71681  -0.91321  1.90323
H  -1.45480  0.53851  1.65686
H  0.74348  2.08839  0.54049
H  2.61626  3.27888  1.57995
H  3.50267  2.54586  3.77862
H  2.48024  0.59269  4.91248
H  0.56650  -0.57426  3.87919
C  -3.86403  0.41024  -1.34172
O  -3.19706  1.66762  -1.49220
C  -1.87331  1.69260  -1.36816
O  -1.24312  2.70195  -1.51387
H  -4.92438  0.63519  -1.42776
H  -3.65698  -0.03689  -0.37460
H  -3.56694  -0.29100  -2.10889

Mulliken population analysis, charges in e, atoms 1 to 2:
1. Pd 0.569
2. N -0.150

---

# 4
Entry from OMol25: an isolated ion of composition C10H11N2 and charge +1 in a non-equilibrium geometry (wB97M-V/def2-TZVPD).

**HOMO level (spin up / spin down)**: -0.4217 / -0.4596 hartree
**Charge**: +1
**ΔE to the lowest compared entry with this formula, charge and spin**: 114.5 kcal/mol

Element x y z (Å)
C  -2.84990  1.09125  -0.25794
C  -3.16402  -0.13188  0.39324
C  -1.64966  1.28632  -0.89353
C  -2.23922  -1.14005  0.48091
C  -0.73230  0.27676  -0.58720
C  -0.92630  -0.79395  0.18863
C  1.25087  -1.98825  -0.04502
C  2.49502  2.15397  0.72726
C  1.79455  1.06051  0.47877
C  2.01821  0.22882  -0.66885
N  0.04716  -1.79788  0.42996
N  2.02473  -1.16438  -0.74909
H  -3.62612  1.70264  -0.60821
H  -4.20450  -0.23511  0.46185
H  -1.37403  2.05545  -1.64621
H  -2.41805  -2.19279  0.90323
H  1.59236  -3.03609  0.17588
H  2.40251  2.82505  1.64663
H  3.30191  2.51266  0.11621
H  1.06473  0.75676  1.17267
H  2.59356  0.74156  -1.43332
H  -0.23787  -2.63759  0.89714
H  2.83632  -1.57381  -1.18299

Mulliken population analysis, charges in e, atoms 1 to 2:
1. C -0.371
2. C -0.618

---

Repeat the third record exactly.
Entry from OMol25: C10H11N10O2Pd as an isolated structure in a non-equilibrium geometry (wB97M-V/def2-TZVPD).

**HOMO level**: -0.1808 hartree
**Charge**: -1

Element x y z (Å)
Pd  -0.58069  0.27469  -0.99152
N  0.82312  -2.49306  -2.64295
C  -0.50739  -2.57793  -2.29940
N  -1.24388  -3.62315  -2.62647
N  -2.44490  -3.37643  -2.05556
N  -2.42747  -2.25503  -1.43105
N  -1.18588  -1.69703  -1.56798
C  1.70256  -1.49899  -2.26162
N  2.98292  -1.50050  -2.57659
N  3.45514  -0.36028  -2.01128
N  2.51509  0.26760  -1.39817
N  1.35814  -0.44787  -1.54574
H  1.19291  -3.23921  -3.20304
N  -0.59273  0.02192  1.54077
C  0.51033  0.69849  2.15649
C  1.09748  1.77887  1.51651
C  2.16201  2.44702  2.10247
C  2.66390  2.03025  3.32819
C  2.09223  0.93541  3.96119
C  1.01538  0.27867  3.38209
H  -0.71681  -0.91321  1.90323
H  -1.45480  0.53851  1.65686
H  0.74348  2.08839  0.54049
H  2.61626  3.27888  1.57995
H  3.50267  2.54586  3.77862
H  2.48024  0.59269  4.91248
H  0.56650  -0.57426  3.87919
C  -3.86403  0.41024  -1.34172
O  -3.19706  1.66762  -1.49220
C  -1.87331  1.69260  -1.36816
O  -1.24312  2.70195  -1.51387
H  -4.92438  0.63519  -1.42776
H  -3.65698  -0.03689  -0.37460
H  -3.56694  -0.29100  -2.10889

Mulliken population analysis, charges in e, atoms 1 to 2:
1. Pd 0.569
2. N -0.150